89
Properties=species:S:1:pos:R:3:mulliken_charge:R:1 method="wB97M-V/def2-TZVPD" homo_ev=-5.2 total_energy_ha=-2272.00564 spin_multiplicity=1 orbital_gap_ev=7.4 total_charge=-1
C 3.0782 -0.7203 3.7369 -0.968
C 1.6833 -1.1572 4.2171 -0.771
P 0.2004 -0.8470 3.1639 -0.212
C 0.6007 0.8204 2.4745 -1.135
C 0.3970 -2.0275 1.7017 1.686
N 1.7574 -2.5920 1.7163 -0.527
C -0.0043 -1.3382 0.3960 -1.289
C 0.3074 -2.1429 -0.8712 -0.164
C 1.7568 -2.1209 -1.2535 -0.007
O 2.3838 -1.1162 -1.4470 -0.684
O 2.3489 -3.3517 -1.4450 -0.510
C -0.6362 -3.1946 1.9681 -0.265
O -0.1556 -4.2847 2.3058 -0.781
O -1.8268 -2.8703 1.7661 -0.558
H 3.5792 -1.5442 3.2315 0.334
H 3.7039 -0.4237 4.5818 0.227
H 3.0480 0.1147 3.0360 0.236
H 1.4555 -0.6464 5.1571 0.529
H 1.6913 -2.2306 4.4111 0.402
H 1.4486 0.8373 1.7837 0.320
H 0.8485 1.4910 3.2997 0.309
H -0.2809 1.1851 1.9503 0.353
H 2.4185 -1.9256 1.3226 0.223
H 1.7707 -3.4395 1.1574 0.354
H 0.4205 -0.3401 0.2806 0.576
H -1.0889 -1.2241 0.4354 0.205
H -0.0555 -3.1692 -0.8156 0.313
H -0.2207 -1.6509 -1.6951 0.385
H 2.9937 -3.4989 -0.7417 0.367
N -4.3780 -2.6120 -1.6582 0.041
C -3.7498 -2.4765 -0.4504 -1.191
C -4.4886 -1.6132 0.3081 -0.250
C -5.6129 -1.2118 -0.4712 -0.552
C -5.5162 -1.8490 -1.6806 -0.258
H -4.0505 -3.1856 -2.4130 0.221
H -2.8340 -2.9900 -0.2072 0.607
H -4.2297 -1.3065 1.3080 0.815
H -6.4001 -0.5324 -0.1830 0.473
H -6.1532 -1.8228 -2.5477 0.011
N 2.4906 2.8541 5.8636 0.033
C 3.8260 2.5862 5.7474 -0.525
C 4.4274 3.6809 5.1870 -0.448
C 3.4114 4.6501 4.9596 -0.355
C 2.2280 4.1083 5.3854 -0.559
H 1.8052 2.2207 6.2323 0.226
H 4.2295 1.6403 6.0645 0.432
H 5.4756 3.7750 4.9584 0.413
H 3.5350 5.6279 4.5252 0.405
H 1.2272 4.5041 5.3847 0.383
N -6.4897 -0.5913 2.8564 0.125
C -5.8503 -0.4571 4.0544 -0.421
C -6.5947 0.3895 4.8346 -0.536
C -7.7299 0.7795 4.0717 -0.494
C -7.6336 0.1552 2.8551 -0.403
H -6.1638 -1.1550 2.0899 0.242
H -4.9235 -0.9711 4.2471 0.446
H -6.3516 0.6959 5.8382 0.392
H -8.5229 1.4409 4.3795 0.391
H -8.2798 0.1792 1.9941 0.347
N 4.0526 0.3539 -3.5429 0.121
C 5.3498 0.0432 -3.8227 -0.360
C 5.9112 1.1133 -4.4729 -0.627
C 4.9018 2.1097 -4.5840 -0.493
C 3.7682 1.6066 -3.9966 -0.542
H 3.4035 -0.2516 -3.0620 0.309
H 5.7645 -0.9079 -3.5371 0.421
H 6.9274 1.1743 -4.8282 0.449
H 4.9952 3.0816 -5.0425 0.434
H 2.7902 2.0356 -3.8637 0.402
N 7.2973 4.2321 -3.3054 0.108
C 8.0405 4.4807 -2.1878 -0.503
C 8.6700 5.6864 -2.3583 -0.457
C 8.2873 6.1841 -3.6336 -0.598
C 7.4392 5.2622 -4.1904 -0.233
H 6.7299 3.4132 -3.4558 0.187
H 8.0573 3.7833 -1.3680 0.349
H 9.3282 6.1591 -1.6487 0.382
H 8.5967 7.1106 -4.0879 0.375
H 6.9270 5.2544 -5.1374 0.333
N -7.4692 -2.5591 -5.1582 0.063
C -7.3116 -3.8349 -4.6903 -0.262
C -7.7714 -4.6928 -5.6532 -0.549
C -8.2246 -3.9017 -6.7445 -0.329
C -8.0244 -2.5897 -6.4077 -0.551
H -7.2176 -1.7258 -4.6595 0.166
H -6.8878 -4.0217 -3.7181 0.319
H -7.7823 -5.7674 -5.5835 0.387
H -8.6481 -4.2559 -7.6693 0.381
H -8.2271 -1.6812 -6.9480 0.360